No. 1
{"formula": "C5H7NO", "method": "ωB97M-V/def2-TZVPD", "species": ["C", "C", "C", "C", "C", "H", "H", "H", "H", "H", "H", "H", "N", "O"], "coordinates": [[0.75, -0.72, -0.15], [-0.46, -0.46, -0.95], [-0.40, -0.60, 0.91], [-0.86, 0.88, 0.72], [-0.88, 1.02, -0.63], [2.06, 0.25, 0.93], [1.73, 1.08, -0.49], [1.08, -1.75, -0.25], [-0.57, -0.69, -2.00], [-0.22, -1.05, 1.90], [-1.24, 1.61, 1.38], [-1.66, 1.55, -1.21], [1.89, 0.17, -0.11], [-1.23, -1.28, -0.05]], "relative_energy_kj_mol": 360.4, "energy_ev": -8832.4675, "lumo_energy_ev": 0.881, "charge": 0, "homo_ev": -9.26, "homo_lumo_gap_ev": 10.145}

---

No. 2
{"formula": "C3H5BrSi", "method": "ωB97M-V/def2-TZVPD", "species": ["C", "C", "C", "Si", "Br", "H", "H", "H", "H", "H"], "coordinates": [[-2.63, 0.03, 0.46], [-1.56, 0.56, 0.60], [-0.19, 0.95, 0.57], [0.95, -0.13, -0.49], [0.08, 2.82, 0.00], [-3.55, -0.39, 0.42], [0.15, 0.88, 1.68], [2.03, 0.59, -0.08], [0.40, 0.39, -1.75], [0.84, -1.47, 0.15]], "relative_energy_kj_mol": 242.7, "energy_ev": -81108.8271, "lumo_energy_ev": 0.583, "charge": 0, "homo_ev": -9.59, "homo_lumo_gap_ev": 10.170}